[1]
Formula: C15H28I2O4S2TiTl
Source: the Open Molecules 2025 dataset
Level of theory: ωB97M-V/def2-TZVPD

CARTESIAN COORDINATES (ANGSTROEM)
I  -0.51934  -3.65873  0.63965
I  -0.69485  -3.94644  -1.96274
Tl  0.66577  1.70408  -3.01739
Ti  0.42788  0.17067  0.29341
S  1.63233  -0.65056  -1.56481
S  -1.29187  0.72769  -0.94629
C  1.54235  1.77750  0.54525
C  3.44846  -1.26496  -1.59354
C  -3.19686  -0.15142  -1.23928
C  3.86256  -1.37538  -3.06043
C  4.32816  -0.27080  -0.85377
C  3.39211  -2.64369  -0.95361
C  -3.17982  -0.77393  -2.61711
C  -4.10053  1.07948  -1.17523
C  -3.43063  -1.16103  -0.14756
C  2.62631  3.57799  -1.82396
C  -0.45241  4.30614  -2.18137
O  2.40778  2.56546  0.69311
O  3.62026  4.11817  -1.64376
O  -1.17035  5.17967  -1.98686
H  3.87547  -0.40025  -3.56500
H  3.18549  -2.03634  -3.61630
H  4.87582  -1.80001  -3.12584
H  4.22749  0.73859  -1.26627
H  5.37598  -0.58343  -0.96376
H  4.09667  -0.21870  0.21482
H  3.10238  -2.60715  0.10093
H  4.38602  -3.10360  -1.02633
H  2.65880  -3.28647  -1.45879
H  -4.18654  -1.16850  -2.84114
H  -2.46444  -1.60963  -2.68075
H  -2.92842  -0.03148  -3.38510
H  -5.15587  0.80053  -1.31330
H  -3.83977  1.79042  -1.97031
H  -4.00226  1.59351  -0.21086
H  -4.46705  -1.53815  -0.21608
H  -3.27887  -0.74201  0.85508
H  -2.74692  -2.02164  -0.23496
C  -2.61458  0.36778  3.53855
C  -1.65333  0.98271  2.52863
O  -0.59951  0.04644  2.16240
C  0.20938  -0.37010  3.29543
C  0.73521  0.80188  4.11163
H  -2.86212  -0.67156  3.28496
H  -3.55029  0.94645  3.54510
H  -2.21600  0.40512  4.56430
H  -2.17184  1.23990  1.59085
H  -1.16103  1.89423  2.88170
H  -0.40150  -1.03757  3.91160
H  1.02448  -0.96919  2.85926
H  -0.07395  1.36229  4.59806
H  1.37041  0.41539  4.90966
H  1.33340  1.50059  3.51814

Force components x, y, z for each atom (eV/Å):
I 0.0 -0.4 -0.8
I 0.1 -0.3 0.8
Tl 0.1 0.7 -1.5
Ti -3.7 -3.8 -1.3
S -0.3 0.7 1.9
S 0.9 -0.5 1.0
C 7.6 7.4 1.1
C 0.6 -0.3 0.0
C -2.2 -0.1 -0.5
C -0.5 0.2 -0.4
C -0.2 0.2 0.2
C -0.2 -0.2 0.2
C 0.9 0.2 -0.2
C 0.8 0.4 0.2
C 0.8 -0.1 0.7
C 3.4 1.7 0.3
C -2.6 2.9 0.7
O -5.5 -4.7 -0.6
O -3.1 -1.6 -0.6
O 2.4 -2.8 -0.6
H 0.1 -0.2 0.1
H 0.2 0.1 0.1
H -0.3 0.1 0.2
H 0.2 -0.1 -0.1
H -0.2 0.1 0.0
H 0.1 -0.1 0.0
H 0.2 0.1 0.0
H -0.2 0.0 0.0
H 0.3 0.0 -0.1
H 0.2 0.2 0.2
H -0.3 0.3 0.0
H -0.2 -0.3 0.1
H 0.3 -0.2 0.0
H -0.2 -0.2 0.2
H -0.2 -0.1 -0.2
H 0.3 0.3 -0.1
H -0.3 0.0 -0.2
H -0.4 0.3 -0.1
C 0.1 0.3 0.3
C -1.3 0.7 0.0
O 1.3 0.1 -1.8
C 0.5 -0.1 0.9
C -0.2 -0.1 0.0
H 0.0 0.2 0.0
H 0.3 -0.1 0.0
H -0.2 -0.1 -0.4
H 0.3 -0.3 0.4
H -0.2 -0.2 0.1
H 0.1 0.1 -0.1
H 0.0 0.0 0.1
H 0.3 -0.2 -0.1
H 0.0 0.0 0.0
H 0.0 -0.1 0.0

Properties
<S²>: 0.7566
Energy (a.u.): -3301.35463
Lowest unoccupied orbital energy (spin up / spin down) (eV): -15.38 / -16.89
Orbital gap (spin up / spin down) (eV): 6.1 / 4.6
Multiplicity: 2
HOMO (spin up / spin down) (eV): -21.49 / -21.48
Charge: +4
ΔE to the lowest compared entry with this formula, charge and spin (kcal/mol): 0.0



[2]
Formula: C15H28N2O3P
Source: the Open Molecules 2025 dataset
Level of theory: ωB97M-V/def2-TZVPD

CARTESIAN COORDINATES (ANGSTROEM)
C  2.99474  -3.30689  1.71329
C  3.59695  -1.77527  2.00924
O  4.08204  -1.10189  0.79237
P  2.84090  -0.14821  0.02480
O  1.50384  -1.02189  -0.16619
C  2.36435  1.24920  1.29386
C  1.71638  2.56886  0.56444
C  0.07954  2.65295  0.60913
C  -0.56575  3.97558  1.39958
N  -2.08540  4.22109  1.48769
C  -3.10304  3.27877  0.87652
C  -2.58776  1.90543  0.07082
C  -3.79088  0.92500  -0.50851
C  -4.12714  -0.14862  0.67315
C  -3.85108  -1.71897  0.32463
C  -2.65184  -2.01354  -0.75018
N  -3.34917  -2.19945  -2.11455
C  -0.97073  1.58405  -0.06470
O  3.40957  0.56667  -1.46127
C  3.82637  -0.44742  -2.44289
C  2.59578  -1.23154  -3.19519
H  3.81236  -4.10981  1.97293
H  2.61623  -3.35776  0.60224
H  2.05357  -3.44095  2.43117
H  4.50884  -1.87052  2.74626
H  2.73789  -1.20859  2.57609
H  3.41035  1.59999  1.74974
H  1.73239  0.83600  2.19798
H  2.14900  3.51749  1.10279
H  2.05330  2.61958  -0.55799
H  0.14492  4.75321  1.90877
H  -2.46733  5.05626  2.00502
H  -4.26119  3.49390  0.96547
H  -4.76124  1.60930  -0.63357
H  -3.57932  0.47815  -1.56648
H  -5.25123  0.01527  1.01655
H  -3.46868  0.13031  1.62519
H  -4.87237  -2.19921  -0.02697
H  -3.51794  -2.23786  1.34708
H  -2.10429  -3.03044  -0.54302
H  -1.90365  -1.12274  -0.90177
H  -3.01418  -1.49208  -2.80317
H  -3.25247  -3.18071  -2.45336
H  -0.57670  0.62796  -0.62225
H  4.59846  -1.19967  -1.94818
H  4.43087  0.13269  -3.29298
H  2.44701  -2.27266  -2.65564
H  2.78969  -1.36589  -4.35548
H  1.61802  -0.59513  -3.02251

Force components x, y, z for each atom (eV/Å):
C -0.2 0.9 0.4
C -0.7 -1.8 1.5
O -2.5 2.0 -0.9
P -3.6 -3.1 -0.1
O 4.6 3.1 0.3
C 1.7 1.0 0.2
C -0.6 0.2 -0.1
C -3.9 1.2 0.7
C -1.7 -2.9 -1.8
N 1.2 -3.8 -2.1
C 3.9 -1.8 -0.9
C 1.8 2.4 1.1
C -0.3 1.4 0.7
C 0.1 -0.1 0.9
C 0.4 -0.4 1.1
C -1.1 -0.3 -1.2
N 1.0 0.2 0.5
C -1.5 3.8 2.2
O -0.6 -2.1 3.2
C 1.4 -1.0 -2.3
C -0.2 0.0 0.9
H -1.7 1.6 -0.7
H 0.9 0.0 2.3
H 2.1 0.1 -1.6
H -1.7 0.4 -1.7
H 1.8 -0.7 -1.4
H -2.3 -0.7 -0.9
H 1.2 0.6 -2.2
H -1.0 -1.8 -1.1
H -0.7 -0.1 2.2
H -1.8 -1.6 -1.1
H 0.8 -1.2 -0.8
H 2.8 -0.2 -0.1
H 2.3 -1.3 0.2
H -0.1 0.8 2.2
H 2.4 -0.5 -0.8
H -1.4 -0.5 -2.1
H 2.4 0.8 0.5
H -1.0 1.1 -2.1
H -0.9 2.3 0.1
H -1.2 -1.9 0.8
H -0.2 -1.4 0.6
H 0.1 1.5 0.1
H -0.7 2.0 1.3
H -1.7 1.6 -1.0
H -1.3 -1.0 2.2
H 0.2 2.2 -1.3
H -0.3 0.3 2.6
H 2.0 -1.3 -0.5

Properties
Energy (a.u.): -1264.32016
Lowest unoccupied orbital energy (eV): -4.80
Orbital gap (eV): 6.5
HOMO (eV): -11.35
Charge: +1
ΔE to the lowest compared entry with this formula, charge and spin (kcal/mol): 270.7
Structure (SMILES): CCOP(=O)(CCc1c[nH+]cc(CCCCN)c1)OCC



[3]
Formula: C15H28N4O5S
Source: the Open Molecules 2025 dataset
Level of theory: ωB97M-V/def2-TZVPD

CARTESIAN COORDINATES (ANGSTROEM)
C  0.27713  -1.12423  0.61589
C  -0.06614  0.10233  -0.22326
C  -0.49411  1.27975  0.65672
N  -1.29534  2.27832  -0.05097
C  -2.64532  2.66072  0.30153
C  -3.74486  1.94673  -0.52854
C  -4.80925  0.96743  0.04976
C  -4.74748  0.41078  1.47409
C  -3.60361  -0.55834  1.76475
O  -3.37802  -1.49964  0.71883
C  -2.76649  4.18694  0.15705
O  -2.13982  4.71612  1.33982
S  -2.23664  3.70010  2.54580
O  -3.24468  4.09925  3.45523
O  -0.92766  3.40660  2.99637
O  -2.84037  2.47135  1.70729
H  -0.61258  -1.52732  1.10677
H  0.98337  -0.84165  1.40427
H  0.73633  -1.91906  0.02818
H  0.81772  0.39667  -0.79952
H  -0.86054  -0.13399  -0.94447
H  -1.03730  0.91432  1.53029
H  0.39848  1.77442  1.05077
H  -1.20703  2.18849  -1.05386
H  -4.31564  2.74380  -1.01218
H  -3.20875  1.44843  -1.33887
H  -4.86487  0.10970  -0.62448
H  -5.77580  1.46553  -0.04515
H  -5.68957  -0.12621  1.62357
H  -4.72631  1.21377  2.21320
H  -3.85725  -1.15632  2.64119
H  -2.68148  -0.01917  2.00638
H  -2.95411  -1.04798  -0.02143
H  -2.21861  4.55457  -0.70765
H  -3.80725  4.51693  0.15296
C  4.13805  -3.59418  0.03542
C  2.82162  -3.85295  -0.53444
N  1.78005  -3.99848  -0.98772
H  4.03924  -2.98467  0.93164
H  4.63958  -4.52219  0.30038
H  4.74106  -3.05201  -0.69090
C  1.94526  -1.60662  -4.15296
C  2.82610  -0.90973  -3.22327
N  3.50883  -0.37992  -2.47111
H  2.28533  -1.45426  -5.17563
H  1.94341  -2.67120  -3.92316
H  0.93014  -1.22651  -4.05243
C  8.21720  -1.95446  -0.38464
C  7.54530  -2.75733  0.63093
N  7.02103  -3.38604  1.43448
H  9.21065  -2.35589  -0.57583
H  7.64353  -1.96713  -1.30990
H  8.30748  -0.92558  -0.04121

Force components x, y, z for each atom (eV/Å):
C 0.1 0.1 0.2
C 0.1 0.0 0.0
C -0.1 0.0 0.1
N 0.3 0.2 -0.2
C -0.1 -0.4 -0.1
C 0.0 0.1 -0.1
C -0.1 0.1 0.1
C 0.0 -0.1 0.1
C 0.1 0.0 0.0
O 0.0 0.1 -0.1
C -0.1 0.0 0.3
O 0.1 0.1 -0.3
S -0.1 -0.2 -0.2
O -0.1 0.1 0.3
O 0.2 0.0 0.2
O 0.2 0.2 0.0
H 0.0 0.0 -0.1
H 0.0 0.0 -0.1
H -0.1 0.1 0.0
H -0.1 0.0 -0.1
H 0.0 0.0 0.1
H 0.0 0.1 -0.1
H 0.0 -0.1 0.1
H 0.0 0.0 0.1
H 0.0 0.0 -0.1
H 0.0 0.0 0.1
H 0.0 0.1 0.0
H 0.0 0.0 0.1
H 0.0 0.0 -0.1
H 0.0 -0.1 0.0
H 0.0 0.0 0.0
H -0.1 -0.1 -0.1
H 0.0 -0.1 0.2
H 0.0 0.0 0.1
H 0.0 0.0 -0.1
C 0.0 0.0 0.0
C 0.3 0.2 0.1
N -0.3 -0.1 -0.2
H 0.0 0.0 0.0
H 0.0 0.0 0.0
H 0.0 0.0 0.0
C 0.0 0.0 0.0
C -0.2 -0.2 -0.1
N 0.2 0.1 0.2
H 0.0 0.0 0.0
H 0.0 0.0 0.0
H 0.0 0.0 0.0
C 0.0 0.0 0.0
C 0.1 0.0 0.0
N 0.0 0.0 0.0
H 0.0 0.0 0.0
H 0.0 0.0 0.0
H 0.0 0.0 0.0

Properties
Energy (a.u.): -1581.69290
Lowest unoccupied orbital energy (eV): 0.39
Orbital gap (eV): 9.4
HOMO (eV): -9.02
ΔE to the lowest compared entry with this formula, charge and spin (kcal/mol): 0.0
Structure (SMILES): CCCN[C@]1(CCCCO)COS(=O)(=O)O1.CC#N.CC#N.CC#N



[4]
Formula: C15H28NO2Yb
Source: the Open Molecules 2025 dataset
Level of theory: ωB97M-V/def2-TZVPD

CARTESIAN COORDINATES (ANGSTROEM)
C  -2.93870  0.72181  0.68715
H  -3.63473  1.08802  1.45311
H  -2.73424  1.57104  0.02155
H  -2.02967  0.44638  1.25450
C  -3.52048  -0.46045  -0.07604
H  -2.89479  -0.72249  -0.94403
H  -3.51006  -1.34904  0.56922
C  -4.95069  -0.23374  -0.58608
H  -5.32091  -1.12977  -1.09978
H  -5.63758  -0.01682  0.24139
H  -4.99820  0.60277  -1.29579
C  2.02035  0.07850  -1.01402
C  1.04593  -0.34225  -1.95737
C  0.10623  0.71098  -2.11224
C  0.50756  1.78723  -1.27098
C  1.69090  1.39835  -0.59079
C  2.44543  2.22951  0.38578
C  -0.15185  3.11595  -1.18992
C  -1.00042  0.75704  -3.10038
C  1.04235  -1.64572  -2.67946
C  3.16136  -0.74464  -0.54250
Yb  0.04337  0.00740  0.07053
H  0.13001  3.65038  -0.27636
H  0.15508  3.73802  -2.04371
H  -1.24666  3.04730  -1.22175
H  1.85107  3.08202  0.73311
H  2.76845  1.66519  1.27071
H  3.35530  2.64308  -0.07626
H  2.92337  -1.81291  -0.60110
H  4.05426  -0.58537  -1.16325
H  3.43495  -0.49226  0.48710
H  0.06468  -1.85490  -3.12726
H  1.77808  -1.64578  -3.50040
H  1.30292  -2.49079  -2.02617
H  -1.90494  1.23060  -2.69835
H  -0.69906  1.33922  -3.98450
H  -1.26950  -0.24542  -3.44567
N  2.40918  -2.05436  3.68425
C  0.94365  -1.78941  3.84934
C  0.56626  -1.13902  2.54486
O  -0.55147  -1.35813  1.98492
O  1.50348  -0.41586  2.03605
H  2.54541  -2.90496  3.10827
H  2.88378  -2.22006  4.57652
H  2.78923  -1.22690  3.17931
H  0.37804  -2.71565  4.00482
H  0.80412  -1.11417  4.70518

Force components x, y, z for each atom (eV/Å):
C -0.1 0.3 -0.2
H 0.2 -0.1 -0.1
H 0.0 0.0 0.1
H -0.1 0.1 0.1
C -0.2 -0.6 0.1
H 0.1 0.1 0.0
H 0.0 0.2 -0.1
C 0.0 0.1 -0.1
H 0.1 0.2 0.1
H 0.2 0.0 -0.1
H 0.0 -0.2 0.2
C 0.9 0.5 -0.9
C 0.6 0.3 -0.9
C 0.7 0.6 -1.1
C 0.7 0.5 -1.0
C 1.0 0.5 -1.0
C 0.4 0.4 0.5
C -0.4 0.6 0.1
C -0.6 0.0 -0.4
C -0.1 -0.6 -0.3
C 0.6 -0.3 0.2
Yb -3.6 -2.6 5.4
H -0.1 0.0 -0.2
H -0.1 -0.1 0.2
H 0.2 0.1 0.0
H 0.2 -0.2 0.0
H -0.1 0.1 -0.2
H -0.3 -0.1 0.1
H 0.1 0.1 0.1
H -0.2 0.0 0.1
H 0.0 -0.1 -0.2
H 0.2 0.0 0.1
H -0.2 0.1 0.3
H 0.0 0.1 -0.2
H 0.1 -0.1 -0.1
H -0.1 -0.2 0.3
H 0.0 0.2 0.0
N 0.2 -0.7 0.3
C -0.3 -0.3 0.3
C -0.3 0.5 -1.1
O 1.5 0.7 0.3
O -1.8 -0.4 -0.5
H 0.1 0.6 0.2
H 0.0 0.1 -0.1
H 0.0 -0.4 0.2
H 0.3 0.2 0.1
H 0.0 -0.1 -0.3

Properties
<S²>: 0.7510
Energy (a.u.): -1951.76634
Lowest unoccupied orbital energy (spin up / spin down) (eV): -6.67 / -7.05
Orbital gap (spin up / spin down) (eV): 8.6 / 8.2
Multiplicity: 2
HOMO (spin up / spin down) (eV): -15.23 / -15.23
Charge: +2



What is the energy in the second record? -1264.32016 a.u.



Which of these has the highest energy? C15H28N2O3P



Look up the energy of the first one. -3301.35463 a.u.